# 1
{"formula": "C3H10NO", "method": "ωB97M-V/def2-TZVPD", "total_charge": 1, "multiplicity": 1, "elements": ["C", "O", "C", "C", "N", "H", "H", "H", "H", "H", "H", "H", "H", "H", "H"], "coordinates": [[0.599592, 0.580489, -0.721061], [-0.484905, 0.515468, 0.276268], [1.869215, 0.322013, -0.058386], [2.170958, -0.971456, 0.532487], [-3.635984, 0.212145, 0.139214], [0.506498, 1.513536, -1.270496], [0.335207, -0.281745, -1.361038], [-0.113721, 1.035521, 1.003119], [2.740243, 0.868334, -0.435906], [2.527271, -1.637410, -0.272160], [2.977269, -0.861160, 1.265718], [1.344080, -1.452067, 1.059321], [-4.287062, -0.522198, 0.371968], [-3.886300, 0.701314, -0.703711], [-2.662362, -0.022780, 0.174670]], "forces_ev_per_angstrom": [[-2.3, 0.5, 1.5], [1.8, 0.2, -0.3], [0.9, -2.5, -3.1], [-0.4, 0.9, 2.3], [-0.3, 0.6, 0.3], [0.3, 0.0, -0.1], [0.7, 0.1, -0.2], [-0.9, 0.1, 0.3], [-0.1, 0.5, 0.7], [0.1, 0.3, -0.3], [0.3, -0.2, -0.3], [-0.2, 0.0, -0.5], [0.3, -0.1, -0.2], [0.0, -0.2, -0.1], [-0.1, -0.4, -0.1]]}


# 2
{"formula": "C5H6N2O", "method": "ωB97M-V/def2-TZVPD", "total_charge": 0, "smiles": "C1=NN=C2CCO[C@@H]12", "multiplicity": 1, "elements": ["C", "N", "N", "C", "C", "C", "O", "C", "H", "H", "H", "H", "H", "H"], "coordinates": [[1.742228, -0.939678, -0.151120], [2.252087, 0.291652, -0.184684], [1.079968, 1.338128, -0.203499], [0.023947, 0.687386, 0.257016], [-1.494197, 1.061786, 0.282670], [-2.085293, -0.197488, -0.436346], [-1.059152, -1.330805, -0.022464], [0.165572, -0.733592, 0.351906], [2.755793, -1.510535, 0.223383], [-1.640751, 0.944173, 1.335239], [-1.632087, 2.084497, -0.180476], [-3.051539, -0.307639, -0.023044], [-1.935001, -0.143933, -1.572520], [0.538865, -1.099059, 1.289660]], "forces_ev_per_angstrom": [[2.5, 3.4, 0.8], [-3.5, -0.5, -0.4], [-0.5, -2.6, 1.4], [1.7, 2.4, -2.5], [2.8, -0.3, -1.5], [4.3, 0.6, -0.8], [-1.2, 1.1, -0.3], [1.1, -2.1, -0.3], [-3.3, 0.0, -1.1], [-1.1, 0.6, 0.7], [-0.3, -1.3, 0.8], [-1.0, -1.2, -0.1], [-0.9, 0.0, 1.7], [-0.7, -0.2, 1.5]]}


E across the listed records, respectively: -249.90735; -378.69820 a.u..
E_HOMO across the listed records, respectively: -12.0; -9.8 eV.
Orbital gap across the listed records, respectively: 3.7; 10.3 eV.